[1]
Here is a 2-piece molecular cluster, C3H7OS overall at a distorted geometry from the OMol25 dataset. Energies are from ωB97M-V/def2-TZVPD.

Structure (XYZ):
```
12
C3H7OS ωB97M-V/def2-TZVPD
C 0.006 -1.760 -1.115
S 1.594 -2.071 -0.238
H -0.155 -2.709 -1.638
H -0.964 -1.664 -0.591
H -0.007 -0.912 -1.815
O -1.609 2.222 1.199
C -0.831 1.295 1.077
C 0.515 1.322 0.466
H -1.025 0.390 1.691
H 0.573 2.148 -0.250
H 0.656 0.370 -0.055
H 1.247 1.369 1.270
```

As for the total charge: -1. The lowest unoccupied orbital energy is 0.1413 Eh. The value obtained for the energy above the lowest of the compared OMol25 structures with the same formula, charge and spin is 91.8 kJ/mol. The orbital gap comes out at 6.276 eV.



[2]
Here is a 2-piece molecular cluster, C2H8N4 overall at a distorted geometry from the OMol25 dataset. Energies are from ωB97M-V/def2-TZVPD.

Structure (XYZ):
```
14
C2H8N4 ωB97M-V/def2-TZVPD
H 3.419 -2.588 -0.596
N 3.132 -1.659 -0.092
C 1.839 -1.436 0.002
N 1.296 -0.657 1.011
H 1.071 -1.752 -0.774
H 2.097 -0.251 1.575
H 0.333 -0.452 1.029
H -3.558 0.362 -1.396
N -2.851 0.384 -0.676
C -1.938 1.267 -0.745
N -1.365 1.841 0.391
H -1.629 1.893 -1.556
H -1.566 1.652 1.387
H -1.057 2.797 0.344
```

The lowest unoccupied orbital energy is 0.0312 Eh. The value obtained for the energy above the lowest of the compared OMol25 structures with the same formula, charge and spin is 161.4 kJ/mol. The orbital gap comes out at 9.605 eV. The SMILES is [H]/N=C/N.[H]/N=C/N.



[3]
Here is one molecule with the formula C12H20O4 from the OMol25 dataset. Energies are from ωB97M-V/def2-TZVPD.

Structure (XYZ):
```
36
C12H20O4 ωB97M-V/def2-TZVPD
C -4.264 -1.021 0.116
C -3.975 0.475 0.195
C -3.194 0.987 -1.021
C -1.680 0.933 -0.831
O -1.216 -0.405 -0.644
C -0.687 -0.719 0.534
O -0.591 0.019 1.478
C -0.281 -2.160 0.564
C 0.941 -2.597 0.289
C 2.072 -1.729 -0.118
O 3.205 -2.130 -0.234
O 1.705 -0.467 -0.342
C 2.747 0.442 -0.702
C 2.192 1.858 -0.687
C 1.823 2.319 0.722
C 1.236 3.725 0.713
H -4.758 -1.359 1.025
H -3.347 -1.589 -0.010
H -4.916 -1.236 -0.728
H -4.925 1.009 0.262
H -3.412 0.693 1.105
H -3.468 0.405 -1.902
H -3.447 2.031 -1.213
H -1.383 1.529 0.038
H -1.175 1.311 -1.726
H -1.060 -2.842 0.876
H 1.200 -3.643 0.368
H 3.115 0.170 -1.698
H 3.573 0.330 0.009
H 1.309 1.894 -1.328
H 2.947 2.525 -1.110
H 1.102 1.623 1.153
H 2.716 2.303 1.350
H 1.953 4.438 0.312
H 0.973 4.032 1.722
H 0.338 3.763 0.100
```

The lowest unoccupied orbital energy is 0.0196 Eh. The value obtained for the energy above the lowest of the compared OMol25 structures with the same formula, charge and spin is 7.3 kJ/mol. The orbital gap comes out at 10.920 eV. The SMILES is CCCCOC(=O)/C=C\C(=O)OCCCC.



[4]
Here is one molecule with the formula C6H5F2NO2 at a distorted geometry from the OMol25 dataset. Energies are from ωB97M-V/def2-TZVPD.

Structure (XYZ):
```
16
C6H5F2NO2 ωB97M-V/def2-TZVPD
C 0.785 2.650 -0.436
O 0.834 1.326 -0.746
C 0.631 0.351 0.274
C 0.678 0.486 1.578
O 0.647 0.422 2.725
C 0.309 -1.079 -0.260
C -1.105 -1.522 0.032
F -1.352 -1.687 1.366
F -1.934 -0.525 -0.420
C -1.503 -2.874 -0.579
N -1.842 -3.861 -0.998
H -0.192 2.989 -0.318
H 1.167 3.148 -1.313
H 1.357 2.996 0.364
H 0.442 -0.901 -1.404
H 1.077 -1.919 0.136
```

The lowest unoccupied orbital energy is 0.0053 Eh. The value obtained for the energy above the lowest of the compared OMol25 structures with the same formula, charge and spin is 0.0 kJ/mol. The orbital gap comes out at 8.976 eV. The SMILES is COC(=C=O)CC(F)(F)C#N.



[5]
Here is one molecule with the formula C5H14N2O at a distorted geometry from the OMol25 dataset. Energies are from ωB97M-V/def2-TZVPD.

Structure (XYZ):
```
22
C5H14N2O ωB97M-V/def2-TZVPD
C 2.400 0.831 -0.019
C 1.120 1.631 -0.311
C 0.082 0.890 -1.158
N 0.587 0.640 -2.508
C -0.327 -0.419 -0.477
N -0.880 -0.239 0.842
C -0.926 -1.333 1.729
O -2.236 -1.949 1.860
H 2.542 -0.099 -0.543
H 3.296 1.444 -0.038
H 2.307 0.487 1.019
H 1.419 2.481 -0.870
H 0.675 2.013 0.607
H -0.803 1.521 -1.206
H -0.140 0.876 -3.170
H 0.829 -0.330 -2.664
H 0.561 -1.067 -0.462
H -1.022 -0.975 -1.116
H -0.965 0.698 1.192
H -0.364 -2.149 1.358
H -0.639 -1.024 2.737
H -2.943 -1.348 1.596
```

The lowest unoccupied orbital energy is 0.0340 Eh. The value obtained for the energy above the lowest of the compared OMol25 structures with the same formula, charge and spin is 191.9 kJ/mol. The orbital gap comes out at 9.889 eV. The SMILES is CC[C@@H](N)CNCO.



[6]
Here is C24H35FeN13O2S as an isolated structure from the OMol25 dataset. Energies are from ωB97M-V/def2-TZVPD.

Structure (XYZ):
```
76
C24H35FeN13O2S ωB97M-V/def2-TZVPD
Fe 1.583 0.163 0.358
C 6.006 0.980 -3.091
C 4.641 1.193 -3.234
C 3.808 1.128 -2.129
C 4.351 0.861 -0.877
C 5.722 0.665 -0.723
C 6.543 0.721 -1.836
N 3.498 0.789 0.272
N 4.052 1.058 1.350
C 3.212 0.932 2.463
C 3.700 1.197 3.722
C 2.838 1.014 4.800
C 1.551 0.568 4.561
C 1.133 0.329 3.256
N 1.953 0.523 2.227
H 6.654 1.030 -3.956
H 4.231 1.435 -4.205
H 2.768 1.385 -2.228
H 6.131 0.457 0.255
H 7.607 0.564 -1.724
H 4.722 1.528 3.839
H 3.177 1.210 5.808
H 0.859 0.403 5.375
H 0.134 0.002 3.001
N -1.759 1.107 2.274
C -2.280 0.670 0.988
C -3.649 -0.018 1.108
C -4.785 0.958 1.411
C -6.156 0.287 1.499
N -6.738 -0.080 0.205
C -7.813 0.459 -0.369
N -8.393 1.551 0.119
N -8.312 -0.097 -1.474
C -1.319 -0.240 0.202
O -1.693 -0.677 -0.877
O -0.139 -0.523 0.690
H -2.303 0.733 3.041
H -1.759 2.114 2.366
H -2.393 1.544 0.337
H -3.580 -0.746 1.925
H -3.843 -0.585 0.196
H -4.809 1.758 0.665
H -4.611 1.436 2.378
H -6.858 0.927 2.028
H -6.092 -0.626 2.093
H -6.325 -0.865 -0.274
H -8.036 2.028 0.927
H -9.263 1.886 -0.261
H -7.988 -0.991 -1.802
H -9.106 0.302 -1.946
C -0.577 -0.448 -4.271
C -0.410 0.724 -3.387
N -0.940 1.895 -3.532
N -0.539 2.609 -2.437
C 0.229 1.908 -1.617
S 0.946 2.310 -0.126
N 0.340 0.712 -2.222
N 1.057 -0.336 -1.638
H -1.198 -0.163 -5.116
H -1.065 -1.255 -3.722
H 0.383 -0.801 -4.652
H -0.815 3.574 -2.339
H 1.771 -0.642 -2.294
H 0.383 -1.088 -1.441
C 4.225 -4.566 -0.524
N 3.400 -3.557 0.143
C 2.869 -3.656 1.403
C 2.239 -2.478 1.653
N 2.381 -1.662 0.554
C 3.087 -2.349 -0.336
H 3.939 -5.548 -0.158
H 5.277 -4.390 -0.310
H 4.052 -4.524 -1.596
H 2.977 -4.544 2.001
H 1.680 -2.183 2.522
H 3.438 -1.987 -1.289
```

As for the total charge: +3. The lowest unoccupied orbital energy (spin up / spin down) is -0.3150 / -0.3209 Eh. The value obtained for the energy above the lowest of the compared OMol25 structures with the same formula, charge and spin is 0.0 kJ/mol. As for the multiplicity: 2. The orbital gap (spin up / spin down) comes out at 7.650 / 7.493 eV. The expectation value of S² is 0.7681.